Entry from the Open Molecules 2025 dataset: an isolated molecule of C6H5NO in a non-equilibrium geometry (ωB97M-V/def2-TZVPD).

Calculated values
E (hartree): -361.4028
SMILES: C=C/C(C#N)=C\C=O
LUMO (eV): -1.67
Kohn-Sham gap (hartree): 0.2930

ORCA input file:
```
! RIJCOSX wB97M-V def2-TZVPD def2/J DEFGRID3
* xyz 0 1
C 0.104 -0.832 -1.833
C 0.106 -1.083 -0.559
C 0.321 -0.452 0.819
C 0.412 -1.175 2.179
N 0.167 -1.661 3.237
C 0.275 0.930 0.898
C -0.301 2.036 -0.132
O -0.793 1.447 -1.316
H 0.393 0.151 -2.636
H -0.390 -1.676 -2.498
H -0.246 -2.102 -0.375
H 0.274 1.333 1.858
H -0.323 3.083 0.359
*
```

---

Entry from the Open Molecules 2025 dataset: the ion C2H2NO2S with charge -1 in a non-equilibrium geometry (ωB97M-V/def2-TZVPD).

Calculated values
E (hartree): -680.8677
LUMO (eV): 4.21
Kohn-Sham gap (hartree): 0.2668

ORCA input file:
```
! RIJCOSX wB97M-V def2-TZVPD def2/J DEFGRID3
* xyz -1 1
C -0.928 1.489 -0.035
C 1.753 -0.756 -0.016
N -1.618 0.343 0.024
O 2.856 -0.586 0.376
O 0.964 -1.539 -0.446
S 0.784 1.255 0.013
H -2.627 0.368 0.062
H -1.184 -0.574 0.021
*
```

---

Entry from the Open Molecules 2025 dataset: the ion C5H9N2 with charge +1 in a non-equilibrium geometry (ωB97M-V/def2-TZVPD).

Calculated values
E (hartree): -305.1272
SMILES: CC1=[N+]=CCCN1
LUMO (eV): -5.27
Kohn-Sham gap (hartree): 0.3648

ORCA input file:
```
! RIJCOSX wB97M-V def2-TZVPD def2/J DEFGRID3
* xyz 1 1
C -2.360 -0.320 0.181
C -0.900 -0.243 -0.230
N -0.312 -1.522 -0.306
C 0.954 -1.624 -0.144
C 1.699 -0.402 0.325
C 1.177 0.906 -0.358
N -0.270 0.920 -0.305
H -2.399 -0.471 1.356
H -2.772 -1.141 -0.214
H -2.756 0.701 -0.040
H 1.519 -2.532 -0.274
H 2.719 -0.591 0.288
H 1.406 -0.489 1.318
H 1.616 1.722 0.434
H 1.728 0.991 -1.373
H -0.720 1.787 -0.547
*
```

---

Entry from the Open Molecules 2025 dataset: a structure of composition C2H8N4O2Rb in a non-equilibrium geometry (ωB97M-V/def2-TZVPD).

Calculated values
E (hartree): -474.4883
LUMO (eV): -3.10
Kohn-Sham gap (hartree): 0.3758

ORCA input file:
```
! RIJCOSX wB97M-V def2-TZVPD def2/J DEFGRID3
* xyz 1 1
Rb 0.650 1.197 2.548
C -1.051 2.907 -0.166
O -0.758 3.262 0.949
N -0.209 2.898 -1.156
N -2.177 2.316 -0.416
H 0.703 3.224 -0.870
H -0.265 2.152 -1.834
H -2.763 2.366 0.406
H -2.410 1.927 -1.318
C 1.028 -2.333 0.452
O 1.108 -1.279 1.055
N 1.484 -2.519 -0.762
N 0.607 -3.393 1.004
H 2.030 -1.747 -1.117
H 1.219 -3.361 -1.254
H 0.740 -4.322 0.630
H 0.063 -3.296 1.849
*
```

---

Entry from the Open Molecules 2025 dataset: an isolated molecule of C8H13N in a non-equilibrium geometry (ωB97M-V/def2-TZVPD).

Calculated values
E (hartree): -367.1095
SMILES: CC[C@H]1[C@H]2C3CN(C3)[C@@H]12
LUMO (eV): 1.00
Kohn-Sham gap (hartree): 0.3602

ORCA input file:
```
! RIJCOSX wB97M-V def2-TZVPD def2/J DEFGRID3
* xyz 0 1
C 2.586 0.546 -0.450
C 1.803 -0.083 0.631
C 0.678 -0.835 -0.313
C -0.614 -1.195 0.315
C -1.379 -0.068 0.971
C -2.507 -0.009 -0.112
N -1.422 0.569 -1.052
C -0.938 1.284 0.189
C -0.624 -0.686 -1.063
H 3.322 1.536 -0.118
H 1.672 0.806 -1.294
H 3.420 -0.117 -1.100
H 2.344 -0.800 1.402
H 1.322 0.492 1.475
H 1.027 -1.920 -0.601
H -0.784 -2.076 0.992
H -1.333 0.059 2.224
H -3.326 0.737 -0.037
H -3.127 -0.776 -0.524
H 0.049 1.593 0.055
H -1.687 2.155 0.370
H -0.484 -1.209 -1.962
*
```

---

Entry from the Open Molecules 2025 dataset: an isolated molecule of C3H7N5 in a non-equilibrium geometry (ωB97M-V/def2-TZVPD).

Calculated values
E (hartree): -392.1892
SMILES: [H]/N=c1/cnn(C)n1N
LUMO (eV): 0.34
Kohn-Sham gap (hartree): 0.3286

ORCA input file:
```
! RIJCOSX wB97M-V def2-TZVPD def2/J DEFGRID3
* xyz 0 1
H -2.676 0.872 0.362
N -2.476 -0.092 0.193
C -1.183 -0.284 0.108
C -0.541 -1.553 -0.063
N 0.769 -1.434 -0.236
N 1.060 -0.115 -0.342
C 2.262 0.213 0.339
N -0.058 0.602 0.204
N -0.169 1.922 -0.292
H -0.940 -2.559 -0.110
H 2.584 1.227 0.016
H 3.105 -0.432 0.052
H 2.124 0.211 1.448
H -0.699 2.403 0.434
H -0.603 1.844 -1.208
*
```

---

Entry from the Open Molecules 2025 dataset: a structure of composition C23H27N5O4S in a non-equilibrium geometry (ωB97M-V/def2-TZVPD).

Calculated values
E (hartree): -1864.8229
LUMO (eV): 0.31
Kohn-Sham gap (hartree): 0.2908

ORCA input file:
```
! RIJCOSX wB97M-V def2-TZVPD def2/J DEFGRID3
* xyz 0 1
C 0.179 2.472 7.445
H 0.378 1.429 7.331
C 0.585 3.011 5.946
H 1.570 2.928 5.765
H 0.433 4.402 6.051
C -0.499 2.574 5.107
C -0.294 1.134 4.853
N -0.772 0.265 4.221
N -0.069 -0.863 4.009
C 1.028 -0.603 4.320
S 2.504 -1.854 4.373
C 1.792 -3.213 3.712
H 0.702 -3.123 4.073
H 2.351 -4.088 3.857
C 1.597 -3.050 2.085
O 2.175 -3.679 1.446
N 0.266 -2.321 1.680
C -0.130 -2.101 0.475
C -1.020 -1.316 0.210
C -1.666 -0.976 -0.879
C -0.909 -1.325 -2.054
C -0.004 -2.407 -1.819
C 0.556 -2.762 -0.699
H 1.250 -3.444 -0.543
H 0.821 -2.745 -2.861
C -1.556 -0.980 -3.478
O -2.822 -0.467 -3.530
N -0.564 -1.085 -4.448
C -0.967 -0.650 -5.671
C -2.172 -0.300 -6.334
C -2.096 -0.079 -7.669
C -0.975 0.030 -8.458
C 0.158 -0.447 -7.963
C 0.239 -0.567 -6.582
O 1.418 -0.986 -5.935
C 2.687 -1.314 -6.753
H 3.564 -1.333 -6.089
H 2.650 -0.286 -7.132
H 2.553 -1.910 -7.500
H 1.010 -0.575 -8.451
H -1.338 0.153 -9.583
H -3.313 0.104 -7.895
H -2.988 -0.222 -5.568
H 0.208 -1.062 -4.159
H -2.328 -0.221 -0.934
H -1.615 -0.805 1.049
H -0.245 -1.927 2.384
O 1.050 0.690 4.734
N -0.293 3.269 3.788
C 0.774 3.111 3.157
H 0.896 2.194 2.448
H 1.719 3.268 3.612
H 0.872 3.944 2.082
C -1.752 3.108 2.974
H -1.870 2.041 2.586
H -1.720 3.557 2.158
H -2.460 3.441 3.635
H -1.477 2.522 5.531
H 0.965 2.849 8.194
H -1.036 2.590 7.693
*
```

---

Entry from the Open Molecules 2025 dataset: a cluster of 12 separate species, C4H32N2O12S in total in a non-equilibrium geometry (ωB97M-V/def2-TZVPD).

Calculated values
E (hartree): -1582.1608
SMILES: N[C@@H](CS)CNC=O.O.O.O.O.O.O.O.O.O.O.O
LUMO (eV): -0.20
Kohn-Sham gap (hartree): 0.3065

ORCA input file:
```
! RIJCOSX wB97M-V def2-TZVPD def2/J DEFGRID3
* xyz 0 1
N -1.115 -1.272 2.513
C -2.019 -0.072 2.271
C -3.470 -0.413 2.560
S -3.997 -1.954 1.644
C -1.620 1.088 3.172
N -1.049 2.218 2.462
C -1.656 2.764 1.374
O -2.733 2.366 0.953
H -0.148 -1.068 2.245
H -1.320 -2.036 1.898
H -1.793 0.175 1.261
H -3.602 -0.688 3.639
H -4.175 0.332 2.290
H -3.692 -1.601 0.311
H -0.820 0.729 3.858
H -2.399 1.244 3.910
H -0.095 2.471 2.670
H -1.150 3.563 0.831
O 1.850 0.232 -3.761
H 2.669 -0.251 -3.604
H 1.762 0.329 -4.724
O 1.705 -0.097 0.280
H 2.407 0.128 0.891
H 1.552 0.740 -0.189
O -0.963 0.372 -3.934
H -1.590 0.404 -3.197
H -0.302 -0.191 -3.491
O 3.355 1.896 1.598
H 4.039 1.373 1.164
H 3.140 2.703 1.131
O 3.132 -2.326 -2.098
H 2.849 -2.765 -2.909
H 3.406 -3.078 -1.561
O -4.238 2.392 -1.678
H -3.976 2.694 -0.781
H -4.487 1.472 -1.552
O 5.013 -0.768 0.041
H 4.952 -0.983 -0.889
H 4.733 -1.417 0.691
O 2.018 -3.770 0.539
H 1.748 -4.699 0.414
H 1.343 -3.512 1.180
O 0.464 -1.074 -1.561
H 0.721 -1.213 -0.614
H 1.255 -0.972 -2.092
O 1.414 2.157 -1.867
H 1.135 1.509 -2.514
H 0.620 2.702 -1.813
O -1.938 -0.782 -0.858
H -1.665 0.116 -0.645
H -1.264 -1.170 -1.458
*
```

---

The following molar mass values (in Da) correspond, in order, to the records above: 107.11, 104.11, 97.14, 205.58, 123.20, 113.12, 469.57, 332.37.